Molecular formula: C37H66BrFINO23
Method: DFT, ωB97M-V with the def2-TZVPD basis set

For the lowest unoccupied orbital energy, the calculation gives -0.39 eV.

Geometry as ORCA input:
```
! RIJCOSX wB97M-V def2-TZVPD def2/J DEFGRID3
* xyz 0 1
C 7.4305 0.9938 2.8138
C 6.6174 1.3285 1.5618
C 5.2305 2.0414 1.5598
C 4.3797 2.5250 2.7835
C 3.2467 3.3319 2.0544
C 1.8519 3.5845 2.6189
C 4.0274 1.3375 3.7290
Br 2.3628 1.3416 4.8083
I 4.0036 -0.6422 2.8417
O 5.0441 1.2887 4.6953
C 5.6682 2.5026 4.8496
O 6.4510 2.6910 5.7336
C 5.1871 3.4529 3.7583
C 6.3043 4.2693 3.0884
C 7.1541 5.1262 4.0413
O 6.9787 6.5055 3.7098
C 4.2944 4.5191 4.4553
O 4.0006 5.5607 3.9432
N 3.8441 4.2045 5.8141
C 4.1986 5.1936 6.7400
O 5.2611 5.3742 7.2379
F 3.1373 5.9619 7.0609
H 7.6846 1.8422 3.4428
H 8.3817 0.5683 2.4808
H 6.9587 0.2227 3.4207
H 7.2703 1.9078 0.9009
H 6.4862 0.3765 1.0396
H 4.5404 1.4033 1.0051
H 5.3268 2.9420 0.9473
H 3.6961 4.3046 1.8428
H 3.1001 2.8710 1.0736
H 1.8205 3.8724 3.6652
H 1.1933 2.7270 2.4837
H 1.4089 4.4116 2.0571
H 5.8363 4.9611 2.3833
H 6.9560 3.6276 2.5055
H 6.9073 4.9526 5.0892
H 8.2079 4.8664 3.9117
H 6.9616 7.0212 4.5211
H 2.8399 4.0561 5.8217
C -1.3871 4.1335 -2.1140
C -0.1228 3.3477 -1.8451
O -0.1736 2.6596 -0.5835
C -0.8611 1.5177 -0.5783
O -1.4266 1.0196 -1.5154
O -0.7969 1.0082 0.6492
C -1.5913 -0.1645 0.8632
H -1.5971 4.8099 -1.2846
H -1.2739 4.7209 -3.0246
H -2.2424 3.4700 -2.2364
H 0.7340 4.0147 -1.7654
H 0.0780 2.6338 -2.6436
H -1.3891 -0.9203 0.1082
H -2.6497 0.0917 0.8586
H -1.3159 -0.5494 1.8401
C 4.8517 4.6898 -6.8913
C 4.1153 3.3686 -6.8687
O 4.4461 2.5982 -5.7005
C 3.8055 2.9466 -4.5894
O 2.9747 3.8117 -4.4850
O 4.2343 2.1633 -3.5982
C 3.6439 2.4590 -2.3325
H 5.9257 4.5280 -6.7942
H 4.6609 5.2075 -7.8312
H 4.5266 5.3308 -6.0728
H 4.4154 2.7427 -7.7066
H 3.0366 3.5109 -6.9166
H 2.5594 2.4713 -2.4063
H 3.9994 3.4209 -1.9638
H 3.9561 1.6704 -1.6534
C -1.1380 -4.5146 5.4546
C -0.1266 -4.6977 4.3437
O -0.6512 -5.5229 3.2899
C -1.4691 -4.9049 2.4409
O -1.7657 -3.7385 2.4588
O -1.9186 -5.8036 1.5657
C -2.8586 -5.2889 0.6136
H -1.4823 -5.4834 5.8175
H -0.6877 -3.9704 6.2847
H -2.0040 -3.9546 5.1041
H 0.7523 -5.2240 4.7102
H 0.1946 -3.7388 3.9384
H -2.4578 -4.4130 0.1086
H -3.7963 -5.0372 1.1065
H -3.0211 -6.0851 -0.1074
C -1.1599 -7.9761 -5.9905
C -1.6574 -9.0636 -5.0640
O -0.7802 -9.2442 -3.9401
C -0.9322 -8.3666 -2.9517
O -1.7431 -7.4765 -2.9093
O -0.0385 -8.6470 -2.0051
C -0.0641 -7.7462 -0.8946
H -0.1332 -8.1785 -6.2967
H -1.7864 -7.9283 -6.8812
H -1.1853 -7.0043 -5.4991
H -1.6646 -10.0283 -5.5672
H -2.6658 -8.8553 -4.7087
H -1.0704 -7.6546 -0.4940
H 0.3042 -6.7661 -1.1942
H 0.5906 -8.1680 -0.1385
C -8.8771 4.6467 -1.2152
C -7.6293 4.5571 -0.3643
O -7.1991 3.1967 -0.1963
C -6.5105 2.6886 -1.2177
O -6.2065 3.2678 -2.2273
O -6.2081 1.4252 -0.9235
C -5.4890 0.7331 -1.9496
H -9.6636 4.0133 -0.8037
H -9.2371 5.6751 -1.2440
H -8.6757 4.3233 -2.2356
H -7.8225 4.9135 0.6456
H -6.8159 5.1464 -0.7857
H -4.6069 1.2894 -2.2578
H -6.1330 0.5531 -2.8091
H -5.1839 -0.2175 -1.5220
C -8.8915 -2.7530 -1.5831
C -7.6808 -2.7564 -0.6758
O -7.1736 -4.0846 -0.4642
C -6.3944 -4.5513 -1.4375
O -6.0729 -3.9617 -2.4361
O -6.0100 -5.7848 -1.1080
C -5.1731 -6.4222 -2.0787
H -9.6592 -3.4224 -1.1938
H -9.3055 -1.7469 -1.6489
H -8.6272 -3.0843 -2.5867
H -7.9445 -2.3902 0.3141
H -6.8855 -2.1257 -1.0704
H -4.3190 -5.7961 -2.3277
H -5.7406 -6.6435 -2.9809
H -4.8349 -7.3467 -1.6204
*
```

Molecular formula: C4H4OS
Method: DFT, ωB97M-V with the def2-TZVPD basis set

For the lowest unoccupied orbital energy, the calculation gives -0.02 eV. The value obtained for the relative energy (zero: lowest compared OMol25 entry of this formula, charge and spin) is 333.55 kJ/mol.

Geometry as ORCA input:
```
! RIJCOSX wB97M-V def2-TZVPD def2/J DEFGRID3
* xyz 0 1
C 1.6541 0.2841 0.0649
C 0.4853 -0.4698 -0.5811
C -0.8455 -0.2224 -0.1394
O -1.3645 0.7399 0.8748
C -2.3103 0.0324 0.2323
S -3.8348 -0.2909 0.0719
H 2.6928 0.0599 -0.2749
H 1.4825 1.2771 -0.1284
H 1.5611 -0.0865 1.1683
H 0.4793 -1.3238 -1.2885
*
```

Molecular formula: C33H71AlCl5F3IMgN4O6P
Method: DFT, ωB97M-V with the def2-TZVPD basis set

For the lowest unoccupied orbital energy, the calculation gives -3.71 eV.

Geometry as ORCA input:
```
! RIJCOSX wB97M-V def2-TZVPD def2/J DEFGRID3
* xyz 0 1
C -3.3507 4.2843 -1.2524
C -4.3585 4.6047 -2.3803
C -4.1963 3.5649 -3.4783
C -5.1639 3.7277 -4.6457
C -5.2904 2.4769 -5.5166
C -3.9780 1.7344 -5.7524
C -4.2786 0.3287 -6.2886
C -3.0181 -0.4208 -6.7568
C -2.4372 -1.4226 -5.7667
C -1.8974 -0.7618 -4.5029
C -1.0657 -1.7227 -3.6702
C -0.7409 -1.1533 -2.2495
C 0.7052 -0.6861 -2.1727
C 0.8973 0.2165 -0.9261
C 2.3178 0.7723 -0.9835
P 2.7326 2.1792 0.2211
I 0.6765 1.7373 1.8280
C 4.3057 2.8176 -0.7757
N 4.9551 1.8091 -1.5194
C 3.7821 1.0856 1.4088
C 3.2750 -0.3357 1.6862
C 3.0907 -0.5954 3.1971
C 2.7445 -2.0751 3.3831
N 1.8990 -2.3046 4.5937
C 2.5512 -3.1723 5.4952
C 2.1069 -4.6193 5.6066
O 3.4955 -2.7638 6.1815
C 2.8808 3.7095 1.3346
N 1.5856 3.7442 2.0795
C 1.6352 4.4444 3.3900
H -3.8007 4.3671 -0.2632
H -2.9760 3.2653 -1.3531
H -2.4811 4.9358 -1.2911
H -4.1264 5.6110 -2.7200
H -5.3557 4.5324 -1.9421
H -4.2913 2.5719 -3.0243
H -3.1685 3.6491 -3.8445
H -4.8961 4.5970 -5.2515
H -6.1416 3.9759 -4.2204
H -6.0286 1.7911 -5.0925
H -5.6673 2.7635 -6.5009
H -3.3591 2.2399 -6.4967
H -3.3690 1.6153 -4.8543
H -4.7677 -0.2340 -5.4844
H -4.9450 0.4167 -7.1461
H -3.2860 -0.9527 -7.6697
H -2.2488 0.3108 -7.0192
H -1.6659 -2.0214 -6.2474
H -3.2616 -2.0867 -5.4859
H -2.7824 -0.4153 -3.9072
H -1.3390 0.1432 -4.7486
H -1.5731 -2.6890 -3.6189
H -0.1046 -1.8904 -4.1523
H -0.9474 -1.9511 -1.5295
H -1.4278 -0.3129 -2.0234
H 1.4133 -1.5116 -2.1494
H 0.8453 -0.0395 -3.0437
H 0.6763 -0.4578 -0.0975
H 0.1447 0.9957 -1.0572
H 2.4006 1.2109 -1.9814
H 3.0398 -0.0478 -0.9793
H 1.8453 3.0138 -0.5864
H 3.9991 3.5962 -1.4751
H 5.0340 3.3214 -0.0617
H 5.1247 0.9596 -0.9921
H 5.8437 2.1731 -1.8686
H 4.8354 1.0607 1.1247
H 3.7907 1.6093 2.3662
H 2.3508 -0.6479 1.1943
H 4.0481 -1.0498 1.3853
H 2.3275 0.0382 3.6355
H 4.0817 -0.4596 3.6361
H 3.6362 -2.7021 3.3985
H 2.1516 -2.3672 2.5136
H 1.0244 -2.7230 4.2939
H 1.3747 -4.7094 6.4078
H 1.7219 -4.9765 4.6534
H 2.9939 -5.1871 5.8738
H 3.7913 3.7689 1.9262
H 2.9178 4.5929 0.6944
H 1.0038 4.3564 1.5055
H 0.7729 4.1936 4.0029
H 2.5817 4.2811 3.8925
H 1.5504 5.5093 3.1732
Al -3.4802 -0.9103 -2.2491
C -0.1625 5.7721 -2.0647
O -0.7591 5.1453 -2.9443
O 0.1568 7.1497 -2.5579
O 0.1937 5.5275 -0.9332
H -0.2465 6.9541 -3.4279
C 2.4804 -5.4535 9.2298
C 2.1551 -6.8824 8.8686
O 2.7228 -7.4586 7.9645
C 1.0840 -7.5649 9.6888
H 3.2613 -5.0829 8.5682
H 1.5947 -4.8304 9.1135
H 2.8368 -5.4019 10.2591
H 0.1401 -7.0254 9.5945
H 1.3808 -7.5973 10.7383
H 0.9469 -8.5824 9.3288
C -0.9645 -5.2692 -4.1420
O -1.9257 -4.7786 -4.7164
N -0.9422 -6.4784 -3.5620
C 0.2398 -6.9959 -2.8960
C -2.1459 -7.2953 -3.6051
H -0.0031 -4.7318 -4.0556
H 0.5598 -7.9216 -3.3764
H 0.0151 -7.1992 -1.8479
H 1.0502 -6.2722 -2.9494
H -2.4259 -7.4863 -4.6409
H -2.9683 -6.7682 -3.1212
H -1.9681 -8.2384 -3.0957
C 1.8048 -2.8560 12.5300
Cl 3.4886 -3.0607 12.0487
Cl 0.7247 -3.0689 11.1513
Cl 1.3862 -3.9752 13.8292
H 1.6814 -1.8472 12.9007
F -1.5004 1.8257 2.8019
F 6.4792 3.8018 -0.7865
C -3.2587 8.6956 -3.5614
Cl -3.2605 7.7872 -2.0641
Cl -1.8701 8.1936 -4.5793
H -4.1702 8.5054 -4.1163
H -3.1640 9.7550 -3.3385
Mg -0.1762 9.1422 -2.9961
F -0.1635 -0.4602 1.7463
*
```

Energy in Eh, matching the order above: -6206.3587; -628.1080; -5652.0550
HOMO in eV, matching the order above: -9.78; -9.38; -5.30